1.
C11H44O11 | ωB97M-V/def2-TZVPD

Each line ends with the natural charge from an NBO analysis.
Positions of all 66 atoms, in Å:
C: -4.1620 -2.0900 0.4601  -0.251
O: -4.3496 -2.8189 -0.7615  -0.731
H: -3.1921 -1.5919 0.5504  0.167
H: -4.9796 -1.3748 0.5014  0.182
H: -4.2401 -2.8607 1.2371  0.169
H: -3.6898 -3.5162 -0.8097  0.464
C: -0.7076 1.7829 -4.1275  -0.249
O: -1.1480 2.7952 -4.9937  -0.713
H: -0.8852 2.1201 -3.1050  0.171
H: -1.1798 0.7962 -4.1923  0.160
H: 0.3660 1.5734 -4.1857  0.162
H: -0.7833 2.6445 -5.8698  0.469
C: -0.9210 -3.3985 2.1478  -0.248
O: 0.2408 -4.2365 2.1130  -0.761
H: -1.7253 -3.9184 2.6669  0.174
H: -0.5917 -2.4247 2.4990  0.180
H: -1.2482 -3.3251 1.1030  0.152
H: 0.9754 -3.8226 2.5856  0.491
C: 2.4938 -3.6719 -1.6355  -0.257
O: 2.2704 -3.8841 -3.0220  -0.721
H: 2.1464 -4.5328 -1.0589  0.191
H: 3.5675 -3.6507 -1.4237  0.165
H: 1.8988 -2.8240 -1.2851  0.160
H: 2.6824 -3.1602 -3.4996  0.462
C: -2.0644 4.5590 -1.3861  -0.251
O: -2.8880 4.8797 -0.2801  -0.730
H: -1.2670 5.2914 -1.5376  0.169
H: -1.6364 3.5794 -1.1934  0.174
H: -2.6024 4.5372 -2.3386  0.167
H: -3.1747 5.7935 -0.3472  0.469
C: 3.2182 0.9652 -2.1004  -0.240
O: 3.4657 1.3429 -0.7598  -0.746
H: 2.8046 1.7974 -2.6875  0.157
H: 4.1678 0.6698 -2.5462  0.175
H: 2.4617 0.1730 -2.1297  0.157
H: 2.7151 1.1125 -0.1991  0.491
C: 0.3352 -0.3429 0.0196  -0.252
O: 0.7129 1.0215 -0.0448  -0.758
H: 1.1901 -0.9683 0.2658  0.176
H: -0.5294 -0.5253 0.6556  0.184
H: 0.0570 -0.6587 -0.9953  0.162
H: -0.0368 1.5572 -0.3246  0.492
C: 0.9600 4.1638 1.2161  -0.256
O: 0.9705 5.3310 2.0143  -0.717
H: -0.0181 3.9602 0.7708  0.155
H: 1.7485 4.1977 0.4657  0.189
H: 1.2173 3.2554 1.7781  0.164
H: 0.5276 5.1072 2.8371  0.464
C: -3.2963 0.7754 -1.2541  -0.247
O: -2.6399 1.2405 -0.0930  -0.761
H: -3.3986 1.5848 -1.9846  0.170
H: -2.7192 -0.0474 -1.6759  0.183
H: -4.2802 0.3771 -0.9908  0.173
H: -3.1841 1.7782 0.4847  0.486
C: 3.4180 -2.8892 2.0147  -0.247
O: 2.7744 -3.3561 3.1940  -0.758
H: 2.7443 -2.2960 1.4114  0.186
H: 4.3258 -2.3497 2.3004  0.174
H: 3.8031 -3.7453 1.4506  0.171
H: 3.3609 -3.7475 3.8396  0.485
C: 0.7302 -0.2668 3.7157  -0.253
O: -0.0250 -0.9243 4.7323  -0.732
H: 1.0308 0.7175 4.0930  0.166
H: 1.6480 -0.7631 3.3875  0.171
H: -0.0031 -0.1946 2.9151  0.182
H: 0.5380 -1.3034 5.4125  0.467

Values from the calculation:
2S+1   1
HOMO   -9.9489 eV
Relative energy (zero: lowest compared OMol25 entry of this formula, charge and spin)   2.9008 eV
Gap between HOMO and LUMO   10.319 eV

=====

2.
C11H48IN23O13PS | ωB97M-V/def2-TZVPD

Each line ends with the Löwdin charge.
Positions of all 98 atoms, in Å:
N: 4.1476 -3.6169 -1.0062  -0.289
S: 3.0231 -4.7249 -0.4000  0.291
I: 2.6648 -6.2678 -2.1979  0.619
P: 1.3418 -3.3502 -0.0903  0.665
O: 0.1055 -4.1884 0.4840  -0.250
O: 0.9667 -2.7744 -1.5456  -0.290
H: 3.8646 -2.6695 -0.7336  0.049
H: 5.0263 -3.8359 -0.5366  0.065
H: -0.0987 -5.0253 0.0273  0.090
H: 0.5299 -3.4171 -2.1367  0.072
C: 2.2918 0.9570 -0.9811  -0.680
O: 3.0612 0.4384 -1.7905  -0.020
N: 2.2206 2.2673 -0.7192  0.196
N: 1.4185 0.1622 -0.2755  0.151
H: 1.5728 2.6464 -0.0390  0.066
H: 2.8365 2.8784 -1.2244  0.119
H: 1.4921 -0.8165 -0.4907  -0.001
H: 0.7659 0.5114 0.4051  0.084
C: -1.9054 3.3307 -3.0328  -0.686
O: -2.1184 3.8120 -1.9309  0.012
N: -2.5303 3.7816 -4.1630  0.153
N: -1.0230 2.3081 -3.2258  0.160
H: -2.3625 3.4045 -5.0783  0.090
H: -3.1718 4.5449 -4.0606  0.101
H: -0.5426 1.9691 -2.4177  0.082
H: -0.8293 1.8863 -4.1163  0.047
C: -1.0982 -1.4807 4.4118  -0.690
O: -1.1471 -1.1322 5.5827  0.010
N: -1.7941 -0.8302 3.4291  0.163
N: -0.3491 -2.5505 4.0197  0.169
H: -1.7771 -1.0988 2.4640  0.087
H: -2.3453 -0.0358 3.7021  0.113
H: 0.1660 -3.0492 4.7424  0.062
H: -0.2967 -2.8723 3.0722  0.067
C: -4.2098 -2.9738 7.3446  -0.697
O: -3.7025 -2.4855 8.3335  0.039
N: -5.2549 -3.8595 7.4210  0.146
N: -3.7789 -2.6889 6.0737  0.150
H: -5.6958 -4.2718 6.6212  0.088
H: -5.5960 -4.0855 8.3368  0.102
H: -3.0162 -2.0348 5.9690  0.062
H: -4.1922 -3.0924 5.2543  0.093
C: -1.3392 -0.8831 -4.6437  -0.644
O: -0.7146 0.0937 -5.0482  -0.001
N: -2.5356 -1.2709 -5.1387  0.177
N: -0.8802 -1.6971 -3.6253  0.140
H: -3.0331 -2.0709 -4.7969  0.100
H: -2.9589 -0.7238 -5.8808  0.067
H: -0.0064 -1.4699 -3.1891  0.070
H: -1.4171 -2.4818 -3.3085  0.081
C: 1.2629 2.7597 2.8698  -0.648
O: 0.8499 2.9150 1.7226  -0.007
N: 1.5709 3.8205 3.6584  0.171
N: 1.4363 1.5427 3.4567  0.177
H: 1.9102 3.7298 4.5984  0.106
H: 1.4493 4.7361 3.2666  0.112
H: 1.2226 0.7241 2.9218  0.085
H: 1.7784 1.4471 4.3989  0.064
C: 3.7933 2.1824 -5.6973  -0.694
O: 4.4431 2.9687 -6.3737  0.006
N: 4.2855 1.6359 -4.5540  0.167
N: 2.5306 1.8259 -6.0569  0.162
H: 3.7752 1.0037 -3.9599  0.062
H: 5.2161 1.8995 -4.2905  0.105
H: 2.1804 2.2178 -6.9090  0.094
H: 1.9411 1.2071 -5.5273  0.089
C: 0.0030 -4.6365 7.1756  -0.657
O: 0.6673 -3.9542 6.3998  -0.010
N: 0.5824 -5.3408 8.1857  0.160
N: -1.3496 -4.7201 7.0920  0.183
H: 0.0646 -5.8938 8.8416  0.100
H: 1.5799 -5.2880 8.2737  0.105
H: -1.8067 -4.1744 6.3831  0.075
H: -1.9103 -5.2540 7.7289  0.104
C: -4.9318 1.0679 -7.3266  -0.669
O: -4.5960 0.1111 -6.6357  -0.002
N: -6.0995 1.7339 -7.1118  0.162
N: -4.1690 1.5275 -8.3405  0.166
H: -6.3968 2.5193 -7.6586  0.099
H: -6.6817 1.4134 -6.3610  0.107
H: -3.3060 1.0552 -8.5193  0.107
H: -4.4177 2.3112 -8.9119  0.102
C: 1.6117 6.1409 -6.3961  -0.687
O: 0.5375 6.6191 -6.7220  0.013
N: 1.8636 4.7999 -6.4337  0.155
N: 2.6530 6.9112 -5.9682  0.150
H: 2.7473 4.3955 -6.1703  0.053
H: 1.1237 4.2042 -6.7485  0.086
H: 2.5054 7.9021 -5.9278  0.101
H: 3.5440 6.5360 -5.7026  0.094
C: 2.8582 0.0972 6.8948  -0.678
O: 3.4734 0.8832 6.1802  0.000
N: 3.3636 -0.3769 8.0674  0.157
N: 1.6206 -0.3413 6.5476  0.170
H: 2.8702 -1.0138 8.6633  0.096
H: 4.2736 -0.0552 8.3390  0.104
H: 1.2504 0.0148 5.6905  0.060
H: 1.0509 -0.9766 7.0766  0.092

Values from the calculation:
2S+1   1
HOMO   -10.5091 eV
Total charge   +1
Gap between HOMO and LUMO   4.584 eV

=====

3.
C11H48N22O13 | ωB97M-V/def2-TZVPD

Each line ends with the Löwdin charge.
Positions of all 94 atoms, in Å:
C: 3.2890 -3.9140 -2.7746  -0.627
O: 3.1766 -4.0727 -1.5378  -0.046
N: 3.0840 -2.6455 -3.3487  0.153
N: 3.6720 -4.9004 -3.6357  0.155
H: 2.9722 -2.5018 -4.3573  0.087
H: 2.9696 -1.9051 -2.6951  0.067
H: 3.5470 -4.7523 -4.6450  0.078
H: 3.9683 -5.8044 -3.3523  0.094
C: -1.4206 -0.1289 3.4042  -0.565
O: -1.8547 -1.2921 3.1213  -0.063
N: -1.0470 0.1433 4.7279  0.155
N: -1.1072 0.8552 2.5026  0.188
H: -0.4023 0.8198 5.0374  0.070
H: -1.1721 -0.6084 5.4063  0.119
H: -0.7164 1.7901 2.7902  0.123
H: -1.0474 0.5907 1.5463  0.041
C: 0.9976 -3.8321 -5.6039  -0.673
O: 2.1916 -3.9654 -5.9333  -0.050
N: 0.3326 -2.6692 -5.9295  0.156
N: 0.3419 -4.7390 -4.8894  0.201
H: 0.5634 -2.1545 -6.7778  0.110
H: -0.6272 -2.5020 -5.6303  0.099
H: 0.8980 -5.5078 -4.5943  0.107
H: -0.5438 -4.4779 -4.4958  0.056
C: 0.3688 -3.8018 1.6240  -0.686
O: -0.4530 -3.8083 0.7356  0.006
N: 1.5266 -4.4839 1.4893  0.183
N: 0.1982 -3.2989 2.8500  0.173
H: 1.8319 -4.7020 0.5769  0.070
H: 2.0562 -4.8156 2.2540  0.093
H: 0.9727 -2.9835 3.4418  0.104
H: -0.6952 -2.7757 2.9051  0.077
C: 0.8013 4.1432 3.5442  -0.631
O: -0.3095 4.1601 4.0891  -0.026
N: 1.9239 3.9267 4.3363  0.175
N: 0.9179 4.2473 2.2065  0.160
H: 2.7336 3.9141 3.7701  0.064
H: 1.8617 3.1550 5.0016  0.083
H: 1.8445 4.4600 1.8599  0.068
H: 0.0253 4.6556 1.7552  0.122
C: 2.7283 0.4395 4.0272  -0.652
O: 2.4290 1.0646 5.0193  0.010
N: 4.0121 0.5195 3.5215  0.138
N: 1.8612 -0.4193 3.3300  0.154
H: 4.6330 1.1665 4.0050  0.104
H: 4.1979 0.4111 2.4751  0.118
H: 0.8743 -0.3187 3.6428  0.061
H: 2.0177 -0.3328 2.3142  0.071
C: -1.6203 -4.0216 -2.3259  -0.700
O: -2.2785 -3.8854 -3.3936  -0.050
N: -2.2108 -4.6630 -1.2357  0.139
N: -0.4614 -3.4182 -2.0829  0.190
H: -2.6583 -5.4740 -1.7537  0.132
H: -1.5833 -4.9425 -0.5010  0.055
H: -0.0717 -3.4240 -1.1299  0.081
H: -0.3137 -2.6421 -2.6953  0.103
C: -2.0753 1.8948 -3.3136  -0.719
O: -1.5861 0.9871 -4.0149  -0.021
N: -2.5668 1.6840 -2.0795  0.162
N: -1.9954 3.1553 -3.6794  0.163
H: -3.0323 2.4426 -1.5420  0.102
H: -2.2075 0.8336 -1.6538  0.037
H: -2.4040 3.9027 -3.1086  0.078
H: -1.8843 3.3882 -4.6393  0.102
C: -2.4345 -1.1822 -0.5231  -0.674
O: -1.5617 -0.3371 -0.4240  -0.046
N: -3.1242 -1.7119 0.5073  0.175
N: -2.8781 -1.5449 -1.7666  0.167
H: -3.5293 -2.5996 0.3637  0.074
H: -2.7109 -1.5056 1.5118  0.116
H: -2.6176 -1.0353 -2.6014  0.098
H: -3.6664 -2.2481 -1.6452  0.141
C: 1.6950 0.8512 0.2009  -0.562
O: 2.8355 1.0982 0.7050  -0.057
N: 0.6379 1.7246 0.3272  0.191
N: 1.4231 -0.3051 -0.4773  0.202
H: -0.1804 1.8449 -0.2335  0.098
H: 0.8952 2.6058 0.6967  0.053
H: 2.0302 -1.1166 -0.4822  0.110
H: 0.4434 -0.4894 -0.5518  0.052
C: -2.2679 5.8165 1.6824  -0.732
O: -1.8736 4.9729 0.9208  -0.001
N: -2.3476 5.5900 3.0068  0.152
N: -2.5862 7.0407 1.2069  0.169
H: -2.5453 6.4365 3.6221  0.136
H: -1.6670 4.9202 3.4620  0.061
H: -2.3288 6.9744 0.2383  0.101
H: -2.6347 7.9460 1.6124  0.097
O: -3.6374 4.7044 -1.5993  -0.057
H: -3.1696 4.8319 -0.7573  0.012
H: -4.4622 4.2642 -1.4034  0.049
O: 3.5222 3.5981 1.1163  -0.096
H: 3.8766 4.0690 0.3576  0.045
H: 3.3903 2.6203 0.9656  -0.002

Values from the calculation:
2S+1   1
HOMO   -9.4663 eV
Relative energy (zero: lowest compared OMol25 entry of this formula, charge and spin)   0.9746 eV
Gap between HOMO and LUMO   9.787 eV

=====

4.
C11H4GdN2O5 | ωB97M-V/def2-TZVPD

Each line ends with the Löwdin spin population.
Positions of all 23 atoms, in Å:
O: -0.5357 -0.6286 -3.7636  0.010
C: 0.0810 -0.1371 -2.9251  0.001
Gd: 1.0192 0.6107 -1.0851  6.794
O: 3.1004 2.2424 -3.5420  0.005
C: 2.4430 1.7271 -2.7697  -0.010
C: 2.3726 1.6846 0.2397  0.002
O: 2.9785 2.1670 1.0915  0.011
C: 2.5663 -0.9124 -1.3382  0.004
O: 3.2668 -1.8226 -1.3221  0.010
C: -0.1023 2.4675 -1.3540  0.003
O: -0.8246 3.3604 -1.3444  0.010
N: -4.1956 0.8965 2.6912  0.003
C: -3.2435 0.3543 2.2626  0.001
C: -2.0608 -0.3421 1.7417  0.006
C: -1.7499 -1.6250 2.1903  -0.005
C: -0.6269 -2.2600 1.6794  0.008
C: 0.1623 -1.6073 0.7337  0.012
N: -0.2074 -0.3740 0.3571  0.118
C: -1.2746 0.3084 0.8015  0.012
H: -2.3740 -2.1100 2.9206  0.000
H: -0.3452 -3.2380 1.9878  0.001
H: 1.0460 -2.0692 0.3106  0.003
H: -1.4955 1.3074 0.4367  0.002

Values from the calculation:
2S+1   8
HOMO (alpha / beta)   -20.5127 / -20.5137 eV
⟨S²⟩   16.020
Relative energy (zero: lowest compared OMol25 entry of this formula, charge and spin)   4.7724 eV
Total charge   +3
Gap between HOMO and LUMO (alpha / beta)   5.277 / 4.944 eV

=====

For the records above, the corresponding largest force on an atom values read 1.99 2.61 3.66 10.70 eV/Å.